<A>
The following is a quantum chemistry calculation of a gas-phase ion, C3H8ClN2 (charge +1), from OMol25.

Each line ends with the Mulliken charge.
CARTESIAN COORDINATES (ANGSTROEM)
C  -2.867  -0.377  0.571  -0.57
C  2.471  0.548  -0.426  -0.67
C  0.216  0.359  -0.879  0.13
N  1.121  -0.911  0.892  -0.80
N  1.175  -0.103  -0.080  0.59
Cl  -1.437  -0.420  -0.701  0.01
H  -3.610  -1.228  0.297  0.33
H  -3.266  0.543  0.484  0.30
H  -2.303  -0.617  1.503  0.27
H  2.247  1.342  -1.156  0.27
H  3.091  -0.284  -0.656  0.30
H  2.880  0.985  0.483  0.32
H  0.183  1.345  -1.435  0.28
H  0.099  -1.181  1.105  0.22

Computed properties:
net charge: +1

<B>
The following is a quantum chemistry calculation of a gas-phase ion, C3H8ClN2 (charge +1), from OMol25.

Each line ends with the Mulliken charge.
CARTESIAN COORDINATES (ANGSTROEM)
H  2.026  0.568  1.895  0.27
N  1.606  1.112  1.177  -0.50
N  0.436  0.656  0.660  0.51
C  -0.082  1.692  -0.182  -0.67
C  -0.307  -0.573  0.933  0.22
C  0.085  -1.615  -0.172  -1.00
Cl  0.173  -1.293  2.569  -0.13
H  0.139  1.555  -1.217  0.33
H  0.312  2.675  0.102  0.29
H  -1.184  1.572  -0.065  0.32
H  -1.399  -0.458  0.893  0.33
H  -0.985  -2.082  -0.400  0.29
H  0.720  -2.405  0.061  0.38
H  0.479  -1.212  -1.065  0.33

Computed properties:
SMILES: [H]/N=[N+](/C)[C@@H](C)Cl
net charge: +1

Which structure is most stable? <B>, by 207.8 kJ/mol over the runner-up.

<A>
The following is a quantum chemistry calculation of 2 unconnected molecules or ions with the total composition C8H9NO, from OMol25.

Each line ends with the Mulliken charge.
CARTESIAN COORDINATES (ANGSTROEM)
C  0.090  0.636  -2.171  -0.58
C  -0.894  0.621  -1.213  -0.31
C  -0.747  -0.012  -0.013  -0.69
C  0.524  -0.422  0.332  0.21
N  0.947  -1.069  1.464  -0.09
C  2.325  -1.286  1.371  -0.28
C  2.731  -1.024  0.141  -0.96
C  1.641  -0.412  -0.528  0.87
C  1.376  0.206  -1.786  -0.36
H  -0.144  1.174  -3.100  0.32
H  -1.891  0.983  -1.495  0.32
H  -1.536  -0.247  0.713  0.30
H  0.421  -1.278  2.315  0.21
H  2.860  -1.622  2.260  0.38
H  3.729  -0.937  -0.288  0.36
H  2.233  0.441  -2.430  0.30
O  -4.270  1.676  1.367  -0.64
H  -4.548  1.435  2.280  0.32
H  -4.848  1.138  0.781  0.32

Computed properties:
SMILES: c1ccc2[nH]ccc2c1.O

<B>
The following is a quantum chemistry calculation of a single C8H9NO molecule, from OMol25.

Each line ends with the Mulliken charge.
CARTESIAN COORDINATES (ANGSTROEM)
C  3.242  2.083  -0.222  -0.71
O  2.524  0.849  -0.135  -0.35
C  1.235  0.660  -0.175  0.36
C  0.269  1.283  -0.830  -0.68
C  -0.991  1.058  -0.676  0.90
N  -2.096  0.545  -0.689  -0.53
C  -1.950  -0.719  -0.017  0.85
C  -3.232  -1.505  -0.130  -0.99
C  -0.791  -1.252  0.497  -0.72
C  0.707  -0.700  0.603  -0.65
H  2.687  2.887  0.083  0.38
H  3.598  2.226  -1.272  0.27
H  4.138  1.903  0.449  0.24
H  -4.122  -0.842  0.235  0.29
H  -3.287  -2.410  0.610  0.29
H  -3.380  -1.807  -1.134  0.27
H  -0.894  -2.244  1.068  0.18
H  0.914  -0.532  1.616  0.35
H  1.430  -1.485  0.118  0.26

Computed properties:
SMILES: COC1=C=C=NC(C)=CC1

<C>
The following is a quantum chemistry calculation of a single C8H9NO molecule, from OMol25.

Each line ends with the Mulliken charge.
CARTESIAN COORDINATES (ANGSTROEM)
N  -3.103  0.578  1.699  -0.53
C  -1.739  0.427  1.499  -0.52
C  -1.321  -0.230  0.086  0.36
O  -2.089  -0.820  -0.448  -0.43
C  0.207  -0.092  -0.346  0.81
C  0.330  -0.292  -1.652  -0.52
C  1.715  -0.227  -2.151  -0.40
C  2.757  -0.125  -1.313  -0.61
C  2.430  -0.004  0.126  -0.58
C  1.123  -0.019  0.572  -0.56
H  -3.660  -0.200  1.548  0.22
H  -3.598  1.005  1.224  0.12
H  -1.060  1.268  1.556  0.39
H  -1.396  -0.479  2.272  0.22
H  -0.487  -0.459  -2.319  0.45
H  1.831  -0.478  -3.263  0.24
H  3.768  -0.134  -1.415  0.46
H  3.218  0.227  0.694  0.49
H  1.073  0.054  1.631  0.37

Computed properties:
SMILES: NCC(=O)c1ccccc1

Which structure is most stable? <A>, by 393.4 kJ/mol over the runner-up.

<A>
The following is a quantum chemistry calculation of 2 unconnected molecules or ions with the total composition C3H11N2O, from OMol25.

Each line ends with the Mulliken charge.
CARTESIAN COORDINATES (ANGSTROEM)
C  1.771  1.134  0.691  -1.20
C  0.446  0.764  1.354  -0.36
N  -0.618  0.750  0.236  -0.13
C  -1.204  -0.403  0.053  -0.51
N  -1.870  -0.734  -1.026  -0.27
H  2.488  1.525  1.453  0.34
H  2.323  0.281  0.341  0.23
H  1.789  1.804  -0.082  0.44
H  0.184  -0.193  1.827  0.21
H  0.301  1.169  2.294  0.42
H  -0.614  1.548  -0.453  0.23
H  -0.994  -1.306  0.765  0.19
H  -1.887  -0.212  -1.946  0.17
H  -2.355  -1.641  -1.297  0.22
H  0.921  -1.576  -1.774  0.26
H  1.804  -1.029  -0.806  0.24
O  0.922  -1.181  -0.923  -0.48

Computed properties:
<S²>: 0.754
2S+1: 2

<B>
The following is a quantum chemistry calculation of 2 unconnected molecules or ions with the total composition C3H11N2O, from OMol25.

Each line ends with the Mulliken charge.
CARTESIAN COORDINATES (ANGSTROEM)
C  1.297  0.377  1.790  -0.95
N  0.074  -0.545  2.092  -2.23
H  -0.149  -1.126  1.245  0.57
H  -0.775  0.018  2.161  0.33
H  0.152  -0.943  3.061  1.32
H  1.450  1.425  2.061  0.20
H  2.187  -0.100  2.185  0.53
H  1.089  0.506  0.732  0.19
C  0.457  0.894  -1.941  -1.12
C  -0.546  0.129  -1.134  0.41
O  -1.009  0.510  -0.064  -0.27
N  -0.576  -1.203  -1.404  -0.56
H  0.578  0.548  -2.964  0.38
H  1.448  0.859  -1.474  0.28
H  -1.164  -1.862  -0.913  0.40
H  -0.299  -1.667  -2.236  0.21
H  0.302  1.973  -1.896  0.30

Computed properties:
<S²>: 0.751
2S+1: 2

Which structure is most stable? <B>, by 101.3 kJ/mol over the runner-up.

<A>
The following is a quantum chemistry calculation of a molecular structure, CH6SSi, from OMol25.

Each line ends with the Mulliken charge.
CARTESIAN COORDINATES (ANGSTROEM)
C  -0.797  0.013  0.536  -0.62
Si  0.331  -0.514  -1.073  0.50
S  0.006  1.484  1.256  -0.19
H  -1.859  0.323  0.359  0.27
H  -0.811  -0.945  1.606  0.23
H  1.806  -0.250  -0.579  -0.09
H  0.110  0.586  -1.996  -0.09
H  -0.030  -1.793  -1.683  -0.11
H  1.243  1.096  1.575  0.10

<B>
The following is a quantum chemistry calculation of a single CH6SSi molecule, from OMol25.

Each line ends with the Mulliken charge.
CARTESIAN COORDINATES (ANGSTROEM)
Si  0.442  1.100  -0.081  0.42
C  -0.509  -0.536  -0.369  -0.61
S  0.325  -1.898  0.504  -0.20
H  1.312  1.188  -1.312  -0.06
H  0.796  0.885  1.353  -0.09
H  -0.509  2.258  -0.330  -0.09
H  -1.603  -0.466  -0.049  0.31
H  -0.352  -0.961  -1.410  0.23
H  0.098  -1.570  1.694  0.08

Computed properties:
SMILES: [SiH3]CS

Which structure is most stable? <B>, by 89.8 kJ/mol over the runner-up.

<A>
The following is a quantum chemistry calculation of a single C3H3Cl3 molecule, from OMol25.

Each line ends with the Mulliken charge.
CARTESIAN COORDINATES (ANGSTROEM)
C  -0.497  -1.345  -0.118  -0.75
C  0.120  -0.226  -0.421  0.38
Cl  0.983  -0.230  -1.935  -0.21
C  0.187  1.078  0.292  -0.08
Cl  1.428  0.849  1.569  -0.12
Cl  -1.346  1.653  0.925  -0.14
H  -0.210  -2.194  -0.672  0.30
H  -1.116  -1.380  0.740  0.28
H  0.451  1.795  -0.380  0.35

Computed properties:
SMILES: C=C(Cl)C(Cl)Cl

<B>
The following is a quantum chemistry calculation of a single C3H3Cl3 molecule, from OMol25.

Each line ends with the Mulliken charge.
CARTESIAN COORDINATES (ANGSTROEM)
Cl  -2.336  1.927  0.329  -0.22
C  -0.494  1.482  0.743  -0.26
C  0.072  0.549  -0.304  -0.64
C  0.763  -0.580  -0.207  0.51
Cl  0.714  -1.556  1.204  -0.17
Cl  1.513  -1.134  -1.673  -0.17
H  0.108  2.370  0.476  0.27
H  -0.375  1.041  1.796  0.31
H  0.071  0.855  -1.271  0.39

Computed properties:
SMILES: ClCC=C(Cl)Cl

<C>
The following is a quantum chemistry calculation of a single C3H3Cl3 molecule, from OMol25.

Each line ends with the Mulliken charge.
CARTESIAN COORDINATES (ANGSTROEM)
Cl  2.506  -0.121  -0.529  -0.20
C  1.172  0.184  0.402  -0.16
C  -0.041  -0.433  -0.319  -0.39
C  -1.349  0.167  -0.282  0.41
Cl  -1.844  1.640  -0.374  -0.14
Cl  -2.676  -1.159  -0.265  -0.23
H  1.493  -0.101  1.338  0.25
H  0.910  1.351  0.639  0.21
H  -0.171  -1.528  -0.611  0.26

Computed properties:
SMILES: ClCC=C(Cl)Cl

Which structure is most stable? <A>, by 35.2 kJ/mol over the runner-up.

<A>
The following is a quantum chemistry calculation of a single C4H4N2OS molecule, from OMol25.

Each line ends with the Mulliken charge.
CARTESIAN COORDINATES (ANGSTROEM)
H  3.283  -0.850  -0.293  0.26
N  2.416  -1.478  -0.197  -0.68
C  1.379  -0.652  0.088  0.47
N  0.063  -0.866  0.421  -0.28
C  -0.749  0.291  0.082  0.42
C  -2.135  0.322  -0.223  -0.50
S  -3.398  -0.712  0.016  -0.22
C  0.134  1.221  0.071  0.05
O  1.363  0.785  -0.031  -0.30
H  -0.238  -1.903  0.037  0.33
H  -2.295  1.479  -0.520  0.18
H  0.177  2.364  0.548  0.27

Computed properties:
SMILES: [H]/N=c1/[nH]c(C=S)co1

<B>
The following is a quantum chemistry calculation of a single C4H4N2OS molecule, from OMol25.

Each line ends with the Mulliken charge.
CARTESIAN COORDINATES (ANGSTROEM)
H  -0.162  -1.233  -2.246  0.25
N  0.370  -1.651  -1.402  -0.62
C  0.338  -0.927  -0.352  0.24
N  0.867  -1.474  0.841  -0.45
C  0.653  -0.842  1.969  0.13
O  -0.037  0.400  2.182  -0.34
C  -0.309  1.078  0.989  -0.18
C  -0.186  0.492  -0.202  0.45
S  -0.659  1.120  -1.785  -0.26
H  1.160  -1.180  2.941  0.31
H  -0.439  2.194  1.167  0.33
H  -1.359  2.160  -1.261  0.14

Computed properties:
SMILES: [H]/N=c1/ncocc1S

Which structure is most stable? <B>, by 154.1 kJ/mol over the runner-up.